[1]
19
Properties=species:S:1:pos:R:3 method="wB97M-V/def2-TZVPD" e_lumo_ev="0.00 / -0.05" e_homo_ev="-7.5 / -7.3" gap_ev="7.48 / 7.29" energy_ha=-415.31295 molar_mass_g_mol=126.16 relative_energy_kcal_mol=153.1 total_charge=0
C 0.56894 -1.55700 -0.12551
N 0.01286 -0.25782 -0.45834
C -2.08284 -0.51748 -0.09864
C 0.05838 0.82456 0.18913
N -2.87839 0.56592 -0.12423
C 2.09487 1.07026 -0.46063
C 3.12441 0.48776 0.11794
N -2.36528 -1.73275 0.00037
N -0.44550 1.89055 0.58200
H -3.86472 0.47107 0.09387
H -2.44615 1.44647 0.12980
H -3.35530 -1.99173 0.06034
H 0.20958 2.65758 0.70757
H 2.12926 1.81150 -1.25267
H -0.23999 -2.29236 -0.20671
H 0.96870 -1.60429 0.88898
H 1.34153 -1.79750 -0.85396
H 4.15622 0.77314 -0.10188
H 3.01344 -0.24790 0.91258

---

[2]
122
Properties=species:S:1:pos:R:3 method="wB97M-V/def2-TZVPD" e_lumo_ev=-1.32 e_homo_ev=-9.0 gap_ev=7.65 energy_ha=-3728.16968 molar_mass_g_mol=1080.60 total_charge=0
C -3.63327 -3.44086 -2.65008
C -4.16352 -3.01488 -4.09129
I -6.33420 -3.16797 -4.39314
C -3.36102 -2.55712 -5.17486
I -4.36514 -1.98759 -7.01477
C -1.79282 -2.48248 -4.91739
C -0.86579 -3.70053 -5.15443
C -1.32891 -5.12906 -5.65189
C -1.96012 -5.41394 -7.07101
C -2.32186 -6.88322 -7.35524
N -2.16679 -8.05213 -6.57015
C -1.61868 -7.85055 -5.27695
C -1.19148 -6.44681 -4.81921
C 0.67344 -3.54139 -4.85756
C 1.31778 -2.23419 -4.31828
C 0.34407 -1.03529 -4.08364
C -1.19511 -1.13084 -4.39452
C -2.10779 0.18031 -4.15814
O -2.98321 0.54211 -4.98050
C -1.75550 0.98556 -2.80731
C -2.87817 1.59929 -1.94487
C -2.47808 2.32125 -0.63532
C -0.96624 2.37551 -0.27530
C -0.56833 3.09429 1.11692
C -0.60658 1.92950 2.26277
C 0.51693 2.15331 3.39596
N 1.92075 1.80631 3.05000
O 0.20356 2.58078 4.54956
C 0.17800 1.78912 -1.16761
C -0.22304 1.06928 -2.47522
C 0.82460 0.39446 -3.50323
O 1.91909 0.93223 -3.82091
H -2.50863 -3.61101 -2.58309
H -3.88073 -2.62242 -1.86986
H -4.23129 -4.36866 -2.30637
H -2.12222 -4.56585 -7.83360
H -2.80174 -7.05998 -8.39048
H -1.44712 -8.73562 -4.56323
H -0.72211 -6.35713 -3.77224
H 1.37845 -4.42129 -5.03800
H 2.42882 -2.12534 -4.07989
H -3.95057 1.47814 -2.33732
H -3.27518 2.79068 0.03029
H 0.48760 3.49840 0.97039
H -1.34725 3.88345 1.38066
H -1.63296 1.81072 2.74221
H -0.34955 0.94731 1.72155
H 1.87273 0.86669 2.61117
H 2.43254 1.68115 3.95243
H 1.27424 1.84774 -0.87243
O -3.23298 -0.55374 1.13553
H -4.11432 -0.94371 1.18964
H -3.34275 0.18945 0.52638
O -2.39519 -3.46960 -9.69109
H -3.15052 -3.61813 -10.27630
H -2.76472 -2.96037 -8.95675
O -4.37904 3.87264 1.35822
H -5.28402 4.10737 1.10401
H -4.00138 4.70390 1.67390
O 5.03895 1.38711 2.86788
H 4.13607 1.62857 2.62185
H 5.42634 2.21466 3.18683
O 7.62945 2.82720 3.65759
H 7.66734 2.63470 4.60482
H 8.11914 2.10118 3.25282
O -6.67243 2.86701 0.30654
H -7.00396 2.13869 0.84736
H -6.43101 2.44644 -0.52955
O 2.82569 0.23560 5.18189
H 3.58035 -0.26674 4.84485
H 2.48264 -0.31164 5.90271
O 1.56159 -1.73144 7.52378
H 1.63678 -2.69067 7.45044
H 1.09564 -1.59613 8.35814
O -5.94335 4.95017 3.57705
H -5.87532 3.99170 3.48425
H -6.41357 5.07119 4.41088
O 8.57102 0.85340 5.88702
H 9.31721 0.34648 5.53604
H 8.21933 0.29324 6.59221
O 4.78151 1.28121 7.23485
H 4.02761 1.09693 6.65380
H 4.39839 1.79673 7.95639
O 9.02092 -0.12955 8.39593
H 9.07356 0.82295 8.23308
H 9.70247 -0.29079 9.06052
O -4.95890 -3.90392 -11.39990
H -5.84460 -4.28465 -11.34933
H -5.05888 -3.15908 -12.00824
O 10.39441 -0.71507 4.01158
H 10.83189 -1.57515 4.01539
H 9.89945 -0.70788 3.18217
O 11.64656 2.10852 5.87540
H 10.76316 1.72183 5.92820
H 11.53893 2.85582 5.27455
O 6.88758 1.78533 9.79838
H 7.32666 0.92408 9.80277
H 6.39709 1.79192 8.96623
O 6.41365 -1.30839 1.48628
H 6.06201 -0.40724 1.50496
H 5.76478 -1.82200 1.98141
O -8.52688 5.02979 -0.09749
H -8.07861 4.16969 -0.08320
H -9.01408 5.02550 -0.92786
O 7.00199 5.55527 1.68968
H 6.46260 4.96561 1.14942
H 7.26530 5.00731 2.44190
O -8.66488 2.71827 -2.11674
H -9.54469 2.32380 -2.06402
H -8.77675 3.45750 -2.72771
O 4.20062 -0.76225 9.91729
H 4.64322 -0.09176 10.45307
H 4.50209 -0.57850 9.01719
O -8.64661 5.23312 2.63443
H -8.19528 5.88436 3.18266
H -8.34266 5.43221 1.73527
O -6.48812 -0.50067 -1.32394
H -6.36238 -1.12919 -2.04821
H -7.31451 -0.05332 -1.54450
O -3.50419 -3.28125 -14.15375
H -2.76049 -3.79322 -14.49392
H -3.86448 -3.83383 -13.44749

---

[3]
109
Properties=species:S:1:pos:R:3 method="wB97M-V/def2-TZVPD" e_lumo_ev=3.51 e_homo_ev=-2.6 gap_ev=6.10 energy_ha=-16745.67196 molar_mass_g_mol=1418.91 relative_energy_kcal_mol=35.7 total_charge=-2
Sn 2.20970 -0.43361 -1.52453
F -3.42110 0.22239 8.62516
C -3.43839 0.25821 7.30478
C -4.32421 -0.47998 6.62049
F -5.16840 -1.21021 7.29762
C -4.46668 -0.43121 5.23600
F -5.36607 -1.26567 4.73841
C -3.74968 0.48545 4.51141
P -3.71160 0.56050 2.68603
C -5.44962 0.64803 2.19082
C -6.52975 0.94424 2.98948
C -7.88085 0.97382 2.45217
C -8.07081 0.80031 1.10611
C -6.95134 0.49226 0.33133
C -5.67032 0.56754 0.82060
C -3.14169 -1.18524 2.42086
C -3.79200 -2.41033 2.43037
C -3.08124 -3.61957 2.30423
C -1.74754 -3.55945 2.00042
C -1.08104 -2.35461 1.87529
C -1.71364 -1.13332 2.11991
C -2.77593 1.20786 5.19210
Br -1.55159 2.37590 4.22406
C -2.66544 1.10398 6.54093
F -1.77368 1.80837 7.23736
H -6.53010 0.97193 4.08413
H -8.72851 1.22054 3.07449
H -9.02362 0.84328 0.61592
H -7.11496 0.42443 -0.77640
H -4.83886 0.43341 0.08565
H -4.86219 -2.48609 2.61780
H -3.64183 -4.52659 2.36213
H -1.25614 -4.44705 1.72242
H -0.09587 -2.28602 1.50453
H -1.24088 -0.16302 2.06769
N -4.06221 0.09969 -2.83415
C -3.19642 0.89696 -3.69381
C -2.30367 1.93373 -2.96274
C -1.15151 1.31662 -2.18660
N -1.61279 0.68237 -0.95108
H -3.50772 -0.44267 -2.22026
H -4.57897 -0.49627 -3.38254
H -3.84056 1.56023 -4.35197
H -2.60513 0.33058 -4.43955
H -2.96653 2.40640 -2.25713
H -1.97112 2.78375 -3.55402
H -0.47364 2.09748 -1.90584
H -0.56516 0.57186 -2.84248
H -1.86466 1.43418 -0.33704
H -0.79838 0.34734 -0.45937
Br -2.40463 -4.96126 -4.48256
C -1.32748 -3.40590 -4.22246
C -1.05643 -2.60571 -5.32303
Br -1.95377 -2.92230 -6.96262
C -0.06556 -1.61963 -5.13909
Br 0.51468 -0.61935 -6.62885
C 0.58797 -1.35857 -3.90893
O 1.35392 -0.38897 -3.66484
C 0.09691 -2.16099 -2.74138
O 0.64333 -1.82907 -1.61381
C -0.81023 -3.14117 -3.00738
Br -1.31051 -4.03845 -1.40470
B 5.37937 -1.25842 -0.77301
N 4.51490 -2.27167 0.02556
C 4.80433 -2.99956 1.06491
C 3.69114 -3.62136 1.55988
C 2.66674 -3.14045 0.69430
N 3.18369 -2.29415 -0.20061
N 5.19786 -1.47732 -2.30932
C 6.20267 -1.63719 -3.18700
C 5.65955 -1.70875 -4.46858
C 4.26436 -1.56331 -4.27456
N 4.00877 -1.45605 -2.97467
H 4.96844 -0.15810 -0.49523
H 6.53582 -1.26254 -0.59883
H 5.74600 -3.25889 1.39505
H 3.67686 -4.22283 2.42487
H 1.62572 -3.42320 0.63033
H 7.19932 -1.58330 -2.82327
H 6.30972 -1.71438 -5.33275
H 3.39527 -1.48790 -4.89920
C 4.75451 2.20608 -3.64113
C 4.47252 2.89625 -2.33884
C 5.38399 3.01329 -1.26532
C 5.06566 3.56023 -0.04330
C 3.78344 3.94745 0.21325
C 2.85751 3.88068 -0.83575
C 3.21632 3.46289 -2.06385
S 3.31984 4.28074 1.85959
O 4.52554 4.57304 2.58269
O 2.29617 5.27449 1.83897
N 2.56181 2.87159 2.38214
C 3.21347 1.60518 2.17503
C 2.29275 0.48422 2.55413
C 1.05270 0.56914 1.53363
O 0.31498 1.59900 1.69435
O 0.89964 -0.38599 0.74071
H 4.29422 1.25667 -3.63116
H 5.79322 1.91134 -3.85364
H 4.26650 2.70577 -4.49321
H 6.36580 2.67412 -1.38512
H 5.85813 3.65452 0.70186
H 1.83139 4.29193 -0.66856
H 2.44338 3.40492 -2.85819
H 1.60855 2.90460 2.05788
H 4.22677 1.51706 2.66735
H 3.52088 1.42553 1.06582
H 1.90747 0.59336 3.55874
H 2.71846 -0.46016 2.38252

---

[4]
38
Properties=species:S:1:pos:R:3 method="wB97M-V/def2-TZVPD" e_lumo_ev="-12.79 / -14.48" e_homo_ev="-17.1 / -17.1" gap_ev="4.33 / 2.63" energy_ha=-4540.02872 molar_mass_g_mol=794.71 spin_multiplicity=5 total_charge=+3
I -2.29943 -2.31202 -0.30073
I -3.52362 2.17311 -1.80394
Os 0.79067 0.62453 0.36540
P 0.27677 0.07831 -1.76117
C -1.38027 -0.10137 -2.52837
C 1.05385 1.23922 -2.85787
H 1.96349 -1.56320 -1.59014
H 0.90994 -1.85565 -3.01622
H 0.38805 -2.32960 -1.40053
C 0.93038 -1.58255 -1.95941
H 2.09034 1.39224 -2.57858
H 0.98775 0.84530 -3.86322
H -1.22579 -0.25307 -3.63351
H -2.07683 0.85387 -2.37106
H 0.54594 2.21977 -2.83102
H -1.97191 -0.98493 -2.10794
C -0.98897 0.42977 0.80250
O -2.06413 0.31624 1.28336
Cl 3.08054 0.62613 -0.06130
C 2.39872 -0.46224 4.41356
N 1.05016 -0.84381 4.24944
C 0.25753 -0.19545 3.36860
Se 0.73184 1.45073 2.57292
N -0.98571 -0.75342 3.52309
C -0.98698 -1.63459 4.56935
C -2.06304 -2.06084 5.35039
C -1.81130 -2.45198 6.67347
C -0.48212 -2.52157 7.11941
C 0.61159 -2.19858 6.31181
C 0.31100 -1.72203 5.02942
H 3.00835 -0.49256 3.48123
H 2.90694 -1.13959 5.08538
H 2.58100 0.51329 4.81436
H -1.79093 -0.61669 2.91027
H -3.08509 -2.03015 4.97022
H -2.63335 -2.67547 7.37688
H -0.26410 -2.75431 8.15788
H 1.62234 -2.28585 6.68216

---

[5]
15
Properties=species:S:1:pos:R:3 method="wB97M-V/def2-TZVPD" e_lumo_ev=3.41 smiles="CC([S-])=C=Nc1ccon1" e_homo_ev=-2.5 gap_ev=5.88 energy_ha=-814.47927 molar_mass_g_mol=153.19 relative_energy_kcal_mol=11.6 total_charge=-1
C -1.00982 1.29074 0.69583
C -0.15303 1.20022 -0.32015
C 1.54593 -0.28164 -1.02311
C 2.64739 -0.58460 -1.94429
C 2.95707 -1.88186 -1.52270
C -2.45230 1.09748 0.90501
N 0.84867 0.89125 -1.02817
N 1.36686 -1.27123 -0.12010
O 2.35156 -2.22009 -0.36010
S -0.31093 2.05314 2.11257
H 3.02901 -0.00267 -2.73539
H 3.88454 -2.54090 -1.79214
H -2.97292 1.73248 1.70272
H -3.08840 1.15308 -0.02142
H -2.52946 0.02852 1.14618

---

[6]
75
Properties=species:S:1:pos:R:3 method="wB97M-V/def2-TZVPD" e_lumo_ev=-0.02 smiles="C[C@H]1COC(=O)O1.C[C@H]1COC(=O)O1.C[C@H]1COC(=O)O1.COC(=O)OC.CCCC#N.CCCC#N" e_homo_ev=-10.0 gap_ev=9.93 energy_ha=-1911.43175 molar_mass_g_mol=534.56 relative_energy_kcal_mol=34.0 total_charge=0
C -4.53962 -1.95160 -4.40312
C -4.15212 -1.60897 -2.96778
C -2.71750 -0.97867 -2.96344
O -2.80923 0.36184 -2.82856
C -4.08089 0.63564 -2.31338
O -4.37903 1.69347 -1.76103
O -4.81508 -0.51873 -2.37298
H -5.64242 -1.93852 -4.50420
H -4.11301 -2.86513 -4.81726
H -4.25344 -1.15707 -5.06405
H -4.11814 -2.56606 -2.44051
H -2.19599 -1.23660 -3.82244
H -2.13442 -1.09603 -2.05018
C 1.40896 2.52464 -1.96984
C 2.58714 3.03445 -1.19733
C 2.41804 4.50737 -0.97012
O 1.87762 4.57925 0.34282
C 2.19166 3.45220 1.01351
O 2.14963 3.34003 2.20913
O 2.53060 2.55300 0.17243
H 0.47799 3.10333 -1.62400
H 1.34907 1.47963 -1.86002
H 1.65305 2.59371 -3.03862
H 3.55903 2.76062 -1.59775
H 1.73974 4.90190 -1.70495
H 3.42862 5.05139 -1.02124
C 3.15444 -0.49855 2.47045
C 3.59938 0.53571 3.49876
C 2.60823 0.81101 4.63762
O 3.40971 0.69661 5.82506
C 4.61406 0.32479 5.47748
O 5.51252 0.27996 6.31696
O 4.71652 0.17271 4.25924
H 2.18501 -0.30523 2.01773
H 3.10182 -1.45351 3.04192
H 3.72684 -0.60348 1.59187
H 3.89947 1.52198 2.97064
H 1.71909 0.23393 4.66298
H 2.16805 1.77392 4.40892
C 1.06167 0.01048 -3.92886
O 2.06217 -0.51588 -3.12016
C 1.66656 -1.15393 -1.95180
O 0.27300 -1.28133 -1.66608
O 2.54498 -1.64303 -1.06218
C 2.06809 -2.55985 -0.11814
H 0.16167 0.49026 -3.50570
H 0.62648 -0.73321 -4.45663
H 1.49271 0.72208 -4.68087
H 2.73333 -2.58324 0.70198
H 2.10533 -3.57787 -0.53111
H 1.09581 -2.35784 0.22652
C -1.27285 -3.89698 0.31436
C -2.44445 -2.94398 0.71148
C -2.53408 -2.56546 2.21500
C -3.88885 -2.05658 2.59464
N -4.93268 -1.62903 2.95920
H -0.58666 -4.03755 1.10189
H -0.80160 -3.58544 -0.59429
H -1.70013 -4.89582 0.03409
H -3.36421 -3.45667 0.34439
H -2.50372 -2.03712 0.09571
H -1.92774 -1.69455 2.36603
H -2.17835 -3.35169 2.92519
C -1.69344 2.55671 0.80727
C -1.29132 1.21381 0.22101
C -0.09855 0.69250 0.95715
C -0.29741 0.83411 2.39341
N -0.44491 0.94616 3.52628
H -0.81479 3.16458 1.02660
H -2.30172 2.36355 1.60812
H -2.43897 3.01007 0.14027
H -0.96371 1.29941 -0.77517
H -2.09062 0.49595 0.24501
H 0.87570 1.01887 0.45891
H -0.03216 -0.40641 0.79177

---

[7]
14
Properties=species:S:1:pos:R:3 method="wB97M-V/def2-TZVPD" e_lumo_ev=0.59 smiles=Cc1c(S)coc1S e_homo_ev=-8.6 gap_ev=9.17 energy_ha=-1065.66330 molar_mass_g_mol=146.24 relative_energy_kcal_mol=41.1 total_charge=0
C -0.01783 1.56643 -0.09572
C 0.00997 0.18119 -0.02798
C 1.09938 -0.68025 -0.11101
C 0.54500 -1.96248 -0.16615
C -1.13082 -0.61300 0.03358
H -0.94704 1.94825 0.05030
H 0.51459 2.03322 0.78233
H 0.21932 2.12033 -1.07289
H 2.86004 0.90918 0.65125
H 0.99714 -3.00618 0.06188
H -3.44614 -0.24854 0.74162
O -0.83869 -1.92673 -0.11724
S 2.87575 -0.22030 -0.34001
S -2.74067 -0.10110 -0.38996

---

[8]
43
Properties=species:S:1:pos:R:3 method="wB97M-V/def2-TZVPD" e_lumo_ev=-0.19 smiles="O=C1C[C@H](C(=O)Nc2ccc3ncc(-c4cc5ccccc5o4)n3n2)NC(=O)N1" e_homo_ev=-7.9 gap_ev=7.71 energy_ha=-1361.96633 molar_mass_g_mol=390.36 relative_energy_kcal_mol=2.4 total_charge=0
O 4.83482 1.01971 -2.51168
O 3.17725 1.51845 -6.61925
O -0.27447 3.07081 -3.11756
N -1.01779 0.85592 0.33600
N -3.73726 1.90879 2.30731
O -0.55339 -1.76051 2.01334
C 3.93530 1.29804 -3.26592
C 3.05704 1.72373 -5.41960
C 0.33356 2.09945 -2.68800
C -1.03421 1.75289 -0.59246
C -2.98346 1.96832 1.24715
C -3.27721 0.78678 2.99348
C -2.02062 2.82125 -0.72120
C -2.99945 2.96815 0.18808
C -1.53170 -1.09396 2.72250
C -1.84782 -1.76794 3.89145
C -2.24659 0.14826 2.33191
C 0.73385 -4.99213 3.43208
C -0.06217 -5.03888 4.58137
C 0.62159 -3.93419 2.46184
C -0.96277 -4.00945 4.80619
C -0.28512 -2.88994 2.72387
C -1.04569 -2.95870 3.90096
N 4.08180 1.38843 -4.61723
N -0.03388 1.48526 -1.49958
N -1.99979 0.96227 1.25930
N 2.72034 1.52358 -2.68382
C 1.76776 2.21112 -4.82488
C 1.48956 1.50590 -3.50859
H -3.72182 0.47851 3.91824
H -1.92670 3.44811 -1.57582
H -3.77860 3.70778 0.07974
H -2.55246 -1.47175 4.63607
H 1.41286 -5.79565 3.24229
H -0.02065 -5.83325 5.29366
H 1.23333 -3.95423 1.56110
H -1.63448 -4.04982 5.65842
H 4.94275 1.03170 -5.05618
H 0.46112 0.63462 -1.32088
H 2.67597 1.37082 -1.66074
H 1.93484 3.29627 -4.68604
H 0.94796 2.08104 -5.51784
H 1.18640 0.48448 -3.69910

---

What did the seventh record say?
14
Properties=species:S:1:pos:R:3 method="wB97M-V/def2-TZVPD" e_lumo_ev=0.59 smiles=Cc1c(S)coc1S e_homo_ev=-8.6 gap_ev=9.17 energy_ha=-1065.66330 molar_mass_g_mol=146.24 relative_energy_kcal_mol=41.1 total_charge=0
C -0.01783 1.56643 -0.09572
C 0.00997 0.18119 -0.02798
C 1.09938 -0.68025 -0.11101
C 0.54500 -1.96248 -0.16615
C -1.13082 -0.61300 0.03358
H -0.94704 1.94825 0.05030
H 0.51459 2.03322 0.78233
H 0.21932 2.12033 -1.07289
H 2.86004 0.90918 0.65125
H 0.99714 -3.00618 0.06188
H -3.44614 -0.24854 0.74162
O -0.83869 -1.92673 -0.11724
S 2.87575 -0.22030 -0.34001
S -2.74067 -0.10110 -0.38996